Computed, not measured: a 2-piece molecular cluster, C13H16O3 overall at a distorted geometry, with ωB97M-V/def2-TZVPD.

```
32
C13H16O3 ωB97M-V/def2-TZVPD
C -3.70308 -0.52492 -1.94544
C -2.49903 0.38137 -1.94449
O -1.31381 -0.42774 -1.93482
C -0.18456 0.36307 -1.92241
C 0.98761 -0.48734 -1.85638
C 2.31842 0.00375 -1.91095
C 3.41426 -1.05327 -1.97172
O 2.60854 1.20600 -1.89612
O -0.26008 1.58218 -1.98963
H -4.61622 0.07541 -1.94596
H -3.72527 -1.16604 -2.83383
H -3.72753 -1.17113 -1.06054
H -2.49546 1.01439 -2.84039
H -2.50167 1.02363 -1.05453
H 0.79463 -1.55159 -1.96888
H 3.00775 -2.07173 -1.99012
H 4.03733 -0.89413 -2.86079
H 4.05887 -0.93315 -1.09325
C 1.15971 -0.51777 1.45535
C 0.02007 -1.14765 1.94392
C -0.92797 -0.66518 2.84194
C -0.98412 0.56986 3.47724
C -0.08572 1.62835 3.38069
C 1.07453 1.70398 2.61941
C 1.61627 0.76107 1.74780
H 1.80368 -1.12334 0.80874
H -0.13779 -2.17576 1.60029
H -1.74978 -1.35137 3.07539
H -1.84216 0.73212 4.13670
H -0.32688 2.51298 3.97744
H 1.63608 2.64042 2.70604
H 2.54337 1.06355 1.24928
```

Properties
Calculated total energy, eV: -19879.3177
Strongest force on any atom, eV Å⁻¹: 1.2
LUMO energy, Ha: -0.0834
Charge: 0
Relative energy (zero: lowest compared OMol25 entry of this formula, charge and spin), kJ/mol: 457.4
Kohn-Sham gap, eV: 4.20